No. 1
Computed, not measured: an isolated molecule of C10H10OS at a distorted geometry, with ωB97M-V with the def2-TZVPD basis set.

Geometry as XYZ:
```
22
Properties=species:S:1:pos:R:3:forces:R:3:mulliken_charge:R:1
C 2.8956 1.1223 0.6961 -0.373 -2.647 -0.194 -0.443
C 3.1475 0.1365 -0.2882 2.258 2.847 -1.607 -0.305
C 1.6444 1.0473 1.2512 -1.396 1.560 0.340 -0.701
C 2.2057 -0.7147 -0.8600 -0.730 -0.066 2.414 -0.807
C 0.7273 0.1755 0.7685 -2.748 -2.443 -0.962 -0.020
C 0.9640 -0.8203 -0.1889 1.214 1.784 0.889 1.028
C -1.8208 -1.7635 1.3846 1.203 -0.420 1.201 -0.556
C -1.2065 -1.6582 0.0408 -1.290 0.811 -2.945 -0.184
C -1.7239 -0.4570 0.7024 2.485 0.489 1.418 0.061
C -2.1340 1.2296 -1.1342 -0.199 0.949 -2.157 -0.746
O 0.1119 -1.8314 -0.4570 -0.490 0.123 0.500 -0.391
S -2.8986 0.7334 0.3869 0.221 -0.577 -0.052 -0.070
H 3.6216 1.6970 1.2289 0.654 0.469 -0.497 0.398
H 4.1160 0.4123 -0.8306 -1.120 -1.396 0.630 0.251
H 1.3161 1.8280 1.9267 0.046 -0.135 0.406 0.353
H 2.4487 -1.4798 -1.5389 0.467 -0.523 -1.134 0.409
H -2.7763 -2.2428 1.4071 -0.500 -0.277 0.128 0.334
H -1.1651 -1.9994 2.2333 -0.372 0.296 -0.311 0.223
H -1.8849 -1.8732 -0.8052 0.380 -0.619 0.477 0.350
H -1.8258 0.3411 -1.7253 -0.163 0.418 0.540 0.236
H -1.1991 1.8067 -0.8825 -1.120 -0.249 -0.572 0.238
H -2.9104 1.7512 -1.8300 1.573 -0.396 1.490 0.342
```
Positions in Å, forces in eV/Å.

Output
Energy above the lowest of the compared OMol25 structures with the same formula, charge and spin = 353.8 kJ/mol
Orbital gap (alpha / beta) = 8.02 / 7.68 eV
Strongest force on any atom = 0.0773 hartree/bohr

---

No. 2
Computed, not measured: a structure of composition C22H19N4O3S2Ti at a distorted geometry, with ωB97M-V with the def2-TZVPD basis set.

Geometry as XYZ:
```
51
Properties=species:S:1:pos:R:3:forces:R:3:mulliken_charge:R:1
Ti 0.1049 0.0562 0.6727 0.791 -0.425 1.240 0.104
N -0.9605 -3.7650 -0.5294 0.069 -0.015 -0.058 -0.433
C -0.9814 -2.4294 -0.3102 -0.043 0.094 -0.297 0.447
S -1.1548 -1.9066 1.3552 -0.099 -0.027 -0.077 -0.464
N -0.9305 -1.6469 -1.3679 0.071 -0.093 0.224 -1.001
N -0.9753 -0.3270 -0.9610 -0.930 -0.620 -0.730 1.070
C -1.8411 0.4709 -1.4737 -0.255 0.271 -0.102 0.146
C -2.6684 0.1532 -2.6541 0.027 0.026 -0.062 -0.159
C -4.0538 0.2887 -2.6242 -0.018 -0.007 0.018 -0.275
C -4.8105 -0.0190 -3.7452 0.001 -0.004 0.003 -0.752
C -4.1870 -0.4542 -4.9046 0.012 -0.001 -0.008 -0.400
C -2.8055 -0.5943 -4.9386 -0.004 0.000 0.000 -0.664
C -2.0486 -0.3003 -3.8179 -0.023 0.027 0.013 -0.193
C -2.0856 1.6626 -0.6284 -0.023 -0.035 -0.324 0.618
C -2.8554 2.7488 -1.0177 -0.019 0.026 0.032 -0.804
C -3.1598 3.7178 -0.0759 -0.015 -0.005 -0.073 -0.405
C -2.6955 3.5736 1.2211 0.018 0.007 0.064 -0.892
C -1.8878 2.4883 1.5147 0.031 -0.021 -0.017 -0.575
N -1.5772 1.5648 0.6099 -0.114 0.184 -0.019 0.250
H -0.7706 -4.3572 0.2594 -0.006 0.020 -0.012 0.231
H -0.6429 -4.0723 -1.4341 -0.003 -0.006 -0.008 0.245
H -4.5476 0.6105 -1.7155 0.010 0.010 0.004 0.541
H -5.8878 0.0761 -3.7102 0.000 0.002 0.006 0.390
H -4.7769 -0.6895 -5.7809 -0.001 -0.002 0.001 0.396
H -2.3164 -0.9398 -5.8397 -0.004 -0.001 -0.003 0.386
H -0.9747 -0.4250 -3.8312 0.009 -0.005 0.000 0.433
H -3.2126 2.8172 -2.0347 -0.012 0.001 -0.007 0.607
H -3.7644 4.5715 -0.3526 0.000 0.003 0.010 0.448
H -2.9415 4.2886 1.9933 0.002 0.002 -0.007 0.432
H -1.4697 2.3337 2.5013 0.005 0.026 0.014 0.765
C 1.7854 -1.0586 0.2425 0.116 -0.042 0.148 -1.069
C 2.7313 -1.5051 0.8703 0.103 -0.072 -0.185 0.888
C 3.8667 -2.0187 1.5785 -0.008 0.033 -0.026 0.307
C 5.1408 -1.9594 1.0106 0.014 -0.012 0.027 -0.442
C 6.2365 -2.4460 1.7045 -0.008 0.006 -0.015 -0.500
C 6.0767 -2.9905 2.9716 0.008 -0.001 -0.005 -0.373
C 4.8132 -3.0479 3.5434 -0.009 -0.001 0.002 -0.508
C 3.7127 -2.5673 2.8530 -0.005 -0.008 0.001 -0.458
H 5.2576 -1.5239 0.0274 0.000 0.000 -0.002 0.433
H 7.2202 -2.3948 1.2556 0.003 -0.003 0.006 0.372
H 6.9354 -3.3665 3.5130 -0.001 0.000 0.000 0.373
H 4.6841 -3.4685 4.5326 0.001 0.001 -0.002 0.373
H 2.7242 -2.6062 3.2912 -0.003 0.002 0.002 0.407
C 1.2838 3.5258 2.3300 0.058 0.109 0.047 -1.037
S 1.6894 1.9081 1.7559 -0.124 0.148 -0.016 1.193
O 0.7439 0.9638 2.4471 0.106 0.187 0.196 -0.526
O 3.0759 1.7132 2.0150 0.001 -0.049 0.035 -0.540
O 1.2390 1.8255 0.3359 0.319 0.280 -0.024 -0.455
H 1.2084 3.4765 3.4145 0.022 0.021 -0.005 0.346
H 0.3530 3.8611 1.8848 -0.054 -0.023 0.006 0.320
H 2.1009 4.1835 2.0427 -0.020 -0.002 -0.016 0.402
```
Positions in Å, forces in eV/Å.

Output
Spin multiplicity = 2
Energy above the lowest of the compared OMol25 structures with the same formula, charge and spin = 68.7 kJ/mol
Orbital gap (alpha / beta) = 6.72 / 6.94 eV
Strongest force on any atom = 0.0298 hartree/bohr

---

No. 3
Computed, not measured: an isolated molecule of C5H7N at a distorted geometry, with ωB97M-V with the def2-TZVPD basis set.

Geometry as XYZ:
```
13
Properties=species:S:1:pos:R:3:forces:R:3:mulliken_charge:R:1
C 1.2361 -0.4849 0.5638 0.078 -0.082 0.105 -0.592
C 0.6279 0.6919 -0.1166 -0.127 0.096 0.120 -0.130
C 0.4679 -0.6818 -0.7124 -0.117 -0.137 -0.211 -0.350
C -1.0514 -0.7159 -0.4707 -0.208 -0.881 -0.114 -0.024
N -1.5459 -0.5396 0.7057 0.007 -0.491 -0.995 -0.644
C -0.8315 0.8968 0.3522 0.112 0.706 1.084 -0.534
H 2.3155 -0.5816 0.4899 -0.200 0.003 -0.080 0.272
H 0.7895 -0.8187 1.4987 0.016 -0.002 -0.211 0.247
H 1.2261 1.5093 -0.5154 -0.293 -0.213 0.073 0.385
H 0.9210 -1.0758 -1.6152 -0.091 0.228 0.072 0.381
H -1.7096 -0.7684 -1.3539 0.190 -0.310 -0.316 0.400
H -0.9903 1.0191 1.4051 0.375 1.530 0.410 0.249
H -1.4398 1.5842 -0.2550 0.259 -0.446 0.064 0.343
```
Positions in Å, forces in eV/Å.

Output
Energy above the lowest of the compared OMol25 structures with the same formula, charge and spin = 481.3 kJ/mol
Orbital gap = 8.85 eV
Strongest force on any atom = 0.0316 hartree/bohr